{"formula": "C5H5F", "method": "ωB97M-V/def2-TZVPD", "species": ["C", "C", "C", "C", "C", "F", "H", "H", "H", "H", "H"], "coordinates": [[2.680066, 0.156039, -0.013465], [1.564985, -0.335807, -0.013151], [0.280315, -0.896378, -0.010764], [-0.801246, -0.088816, 0.050826], [-2.263674, -0.299474, -0.018217], [-0.537405, 1.253484, 0.018868], [3.755368, 0.452868, -0.051816], [0.258969, -1.925872, 0.214130], [-2.814858, -0.099071, 0.874826], [-2.638104, 0.371723, -0.776042], [-2.487415, -1.294388, -0.402283]], "forces_ev_per_a": [[0.210, -0.599, -0.132], [2.668, 1.287, -0.119], [-1.376, 1.361, 0.797], [0.960, 0.451, -0.340], [0.271, -0.897, -0.949], [-0.099, -0.493, 0.031], [-1.822, -0.302, 0.099], [-0.603, -1.143, -0.266], [-0.098, 0.078, 0.777], [-0.115, 0.394, -0.247], [0.005, -0.138, 0.349]], "homo_lumo_gap_ev": 9.76, "lumo_ev": 0.9, "smiles": "C#C/C=C(/C)F", "spin_multiplicity": 1}

{"formula": "C5H5F", "method": "ωB97M-V/def2-TZVPD", "species": ["C", "C", "F", "C", "C", "C", "H", "H", "H", "H", "H"], "coordinates": [[2.366761, 0.857112, 0.012390], [1.650999, -0.293767, 0.020414], [2.285882, -1.454686, 0.001585], [0.216474, -0.432273, 0.034349], [-1.021348, -0.406522, 0.105530], [-2.441125, -0.237438, -0.012041], [3.465972, 0.794501, 0.035999], [1.904393, 1.833465, -0.047949], [-2.828536, -0.191959, 1.002491], [-2.805662, -1.116577, -0.599480], [-2.793806, 0.648144, -0.553288]], "forces_ev_per_a": [[-0.197, -1.334, -0.045], [-0.064, 2.048, -0.042], [0.587, -0.939, 0.105], [-3.233, 0.457, 0.355], [4.761, 0.680, -0.905], [-0.833, -0.985, -0.376], [-0.686, 0.005, -0.088], [-0.119, -0.240, 0.150], [-0.587, -0.261, -0.071], [-0.196, 0.571, 0.797], [0.567, -0.002, 0.120]], "homo_lumo_gap_ev": 9.82, "lumo_ev": 0.9, "smiles": "C=C(F)C#CC", "spin_multiplicity": 1}

{"formula": "C5H5F", "method": "ωB97M-V/def2-TZVPD", "species": ["C", "C", "C", "C", "C", "F", "H", "H", "H", "H", "H"], "coordinates": [[3.001139, 0.179214, -0.140832], [1.835001, 0.328928, -0.046102], [0.479786, 0.564030, -0.146877], [-0.477897, -0.382411, -0.276953], [-1.912159, -0.244285, -0.015586], [-0.154205, -1.653027, -0.541139], [4.017668, 0.231679, 0.248103], [-0.131417, 1.603573, 0.470986], [-2.474994, -1.119763, -0.229644], [-2.342082, 0.710956, -0.422088], [-1.840843, -0.218890, 1.100134]], "forces_ev_per_a": [[6.666, -0.116, 0.433], [-7.319, 1.402, -0.001], [3.017, 6.273, 3.282], [-4.854, -4.218, -2.423], [0.889, 1.685, 1.414], [0.977, -0.656, 0.065], [-0.653, -0.462, -0.608], [2.576, -2.926, -1.984], [-0.387, -0.556, -0.627], [0.190, -0.966, 0.518], [-1.102, 0.541, -0.071]], "homo_lumo_gap_ev": [6.28, 8.37], "lumo_ev": [0.9, -2.2], "s2": 2.0204, "spin_multiplicity": 3}

{"formula": "C5H5F2N", "method": "ωB97M-V/def2-TZVPD", "species": ["C", "C", "C", "C", "C", "N", "F", "F", "H", "H", "H", "H", "H"], "coordinates": [[-0.052499, -1.096804, -0.028671], [-0.422470, 1.065326, 0.240389], [-2.490934, -1.229954, 0.328014], [1.305226, -0.533998, -0.103795], [1.099848, 1.072730, 0.024879], [-0.983045, -0.170073, 0.135038], [-1.213108, 2.190312, -0.001840], [-3.536874, -0.753495, -0.218589], [-0.367688, -2.114311, -0.004415], [1.820509, -0.856911, 0.685531], [1.923738, -0.788584, -1.073350], [1.324098, 1.671189, -0.838303], [1.593198, 1.544573, 0.855112]], "forces_ev_per_a": [[0.068, -0.490, -0.634], [-1.002, 0.988, 0.147], [1.359, 1.049, 0.015], [-0.037, 2.523, -4.289], [-2.164, -1.676, 0.129], [-2.100, -0.016, -0.231], [0.959, -1.459, 0.132], [0.753, 0.679, 0.123], [0.206, -0.553, 0.016], [2.546, -1.208, 3.116], [-1.245, 0.285, 1.739], [0.261, -0.011, -0.750], [0.396, -0.111, 0.489]], "homo_lumo_gap_ev": [6.00, 4.80], "lumo_ev": [-0.7, -1.3], "spin_multiplicity": 1}

{"formula": "C5H5F6NO", "method": "ωB97M-V/def2-TZVPD", "species": ["C", "C", "C", "C", "C", "N", "O", "F", "F", "F", "F", "F", "F", "H", "H", "H", "H", "H"], "coordinates": [[0.876341, 0.874471, -1.756837], [-0.018415, 0.989013, -0.613472], [-0.061393, -0.181743, 0.361276], [-0.148776, 0.123721, 1.886950], [-1.126886, -1.103147, -0.182658], [1.588524, -0.952792, 0.367618], [1.490668, -2.068585, 0.661561], [-1.116359, 0.990216, 2.159590], [1.010477, 0.599906, 2.352717], [-0.417786, -0.958037, 2.714873], [-1.070901, -1.250102, -1.485192], [-1.166760, -2.329958, 0.406884], [-2.295463, -0.552090, 0.070767], [0.729796, -0.114594, -2.346918], [0.583577, 1.725174, -2.367149], [1.871180, 0.998454, -1.243635], [-1.037105, 1.330724, -0.954561], [0.309282, 1.879368, -0.031815]], "forces_ev_per_a": [[1.379, -1.427, -0.983], [-1.788, 2.056, 2.622], [1.039, 0.019, 0.009], [-0.098, -1.214, 1.216], [-0.055, -1.721, 1.558], [-1.715, 3.191, -1.207], [0.399, -3.343, 0.875], [-0.117, 0.550, -0.340], [-0.260, 0.452, -0.422], [0.245, 0.660, -1.629], [0.486, -0.520, -0.890], [0.358, 0.564, -0.563], [-1.302, 0.740, 0.463], [0.664, 1.844, 0.998], [0.719, -0.034, -0.472], [-0.419, -0.374, -1.656], [0.564, -0.987, 0.621], [-0.098, -0.455, -0.200]], "homo_lumo_gap_ev": [9.30, 10.31], "lumo_ev": [0.7, -2.0], "s2": 2.0105, "spin_multiplicity": 3}

{"formula": "C5H5F6NO2", "method": "ωB97M-V/def2-TZVPD", "species": ["O", "N", "C", "C", "F", "F", "F", "C", "F", "F", "F", "H", "C", "C", "O", "H", "H", "H", "H"], "coordinates": [[1.012971, -0.968672, 2.006044], [1.490645, 0.060336, 1.459714], [2.242998, 0.082963, 0.478727], [3.031713, -1.107960, -0.133678], [2.939959, -1.134091, -1.423434], [2.721417, -2.319610, 0.383906], [4.321760, -0.965770, 0.206065], [2.682145, 1.479482, -0.009156], [1.771823, 2.371175, 0.414449], [2.777125, 1.601679, -1.348013], [3.840515, 1.832451, 0.428973], [1.293406, -1.746901, 1.650758], [-1.120174, 0.099345, 0.034986], [0.065991, -0.295951, -0.824611], [0.512663, -1.433324, -0.689091], [-1.966095, 0.015026, -0.565106], [-1.183406, 0.989625, 0.566741], [-1.011012, -0.560084, 0.846999], [0.549941, 0.373543, -1.596942]], "forces_ev_per_a": [[-2.595, 0.446, 3.700], [-0.078, 3.958, 0.169], [2.786, -0.663, -1.597], [0.103, 0.362, 1.550], [0.220, -0.236, -1.386], [-0.588, 0.169, -0.082], [0.539, 0.485, -0.155], [-1.765, -0.200, -0.264], [0.062, 0.077, -0.181], [-0.543, -0.496, -0.193], [1.953, 0.409, 1.239], [1.484, -3.855, -2.041], [2.006, -0.675, -0.476], [0.392, -1.029, -0.110], [-1.316, 1.206, -0.735], [-1.763, -0.542, -0.784], [0.536, 2.414, 0.078], [-0.802, -1.548, 0.694], [-0.630, -0.281, 0.575]], "homo_lumo_gap_ev": 11.14, "lumo_ev": 0.7, "smiles": "ON=C(C(F)(F)F)C(F)(F)F.CC=O", "spin_multiplicity": 1}

These records have ΔE to the lowest compared entry with this formula, charge and spin values of 137.4; 135.8; 59.5; 745.0; 0.0; 46.7 kJ/mol, in the order they appear.